No. 1
ORCA calculation (ωB97M-V/def2-TZVPD) on a 2-piece molecular cluster, C55H42BF3N2O2S overall at a distorted geometry.

Output
ΔE to the lowest compared entry with this formula, charge and spin: 0.2173 eV
orbital gap: 0.1346 hartree
E_HOMO: -0.22834 Eh
lowest unoccupied orbital energy: -2.55 eV

ORCA input file:
```
! RIJCOSX wB97M-V def2-TZVPD def2/J DEFGRID3
* xyz 0 1
C -6.6074 3.3713 -5.2499
C -6.2173 3.8017 -3.9726
C -5.5271 2.9325 -3.1231
C -5.3705 1.5895 -3.5054
N -4.8765 0.6482 -2.5870
C -5.5323 -0.6060 -2.5065
C -4.8608 -1.7687 -2.9024
C -5.5722 -2.9683 -2.9326
C -6.8924 -3.0091 -2.4658
C -7.5229 -1.8493 -1.9993
C -6.8586 -0.6281 -2.0677
C -3.8010 0.8954 -1.7438
C -3.7664 0.2911 -0.4697
C -2.6223 0.3772 0.2976
C -1.4180 0.9015 -0.2577
C -0.1631 0.7639 0.3875
C 1.0546 0.7368 -0.3879
C 2.1464 1.6266 -0.2063
C 3.2375 1.6030 -1.0721
C 3.3848 0.5480 -1.9961
N 4.5665 0.3721 -2.7140
C 4.9218 -0.9009 -3.2263
C 5.3837 -1.0148 -4.5456
C 5.7127 -2.2749 -5.0455
C 5.6958 -3.3944 -4.2008
C 5.3176 -3.2584 -2.8594
C 4.8850 -2.0202 -2.3884
C 5.4958 1.4239 -2.9174
C 6.8221 1.2497 -2.4943
C 7.7767 2.2193 -2.8016
C 7.4250 3.3090 -3.6089
C 6.1090 3.4555 -4.0680
C 5.1248 2.5490 -3.6641
C 2.3265 -0.3650 -2.1724
C 1.1712 -0.2405 -1.4152
C -1.5212 1.6135 -1.4964
C -2.7086 1.6614 -2.1985
C -5.8487 1.1302 -4.7447
C -6.4123 2.0384 -5.6426
H -7.0670 4.0755 -5.9473
H -6.4448 4.8164 -3.6336
H -5.1667 3.2571 -2.1414
H -3.8166 -1.7068 -3.2231
H -5.0901 -3.8676 -3.3215
H -7.4347 -3.9570 -2.4559
H -8.5346 -1.8807 -1.5931
H -7.3399 0.3106 -1.7829
H -4.6506 -0.2450 -0.1091
H -2.6122 -0.0025 1.3191
H -0.1398 0.7127 1.4796
H 2.0870 2.3651 0.5919
H 4.0192 2.3593 -0.9979
H 5.4703 -0.1190 -5.1649
H 5.9954 -2.3835 -6.0955
H 5.9821 -4.3760 -4.5879
H 5.3490 -4.1110 -2.1760
H 4.5580 -1.8902 -1.3592
H 7.0916 0.3504 -1.9369
H 8.8001 2.1131 -2.4294
H 8.1826 4.0489 -3.8824
H 5.8407 4.2667 -4.7479
H 4.0850 2.6550 -3.9809
H 2.4273 -1.1777 -2.8959
H 0.3468 -0.9356 -1.5735
H -0.6383 2.1466 -1.8608
H -2.7836 2.2328 -3.1258
H -5.7807 0.0687 -4.9884
H -6.7126 1.7002 -6.6394
C 0.0829 -2.3414 9.8650
C -0.0788 -2.2731 8.3972
C -0.2957 -3.2963 7.4930
C -0.3586 -2.8485 6.1181
C -0.1718 -1.4872 6.0030
B -0.2209 -0.5496 4.6740
C 1.1132 -0.9423 3.7569
C 2.3424 -0.7837 4.3653
C 3.5253 -1.0160 3.6609
C 3.4255 -1.4081 2.3338
C 4.6622 -1.5722 1.5103
F 4.5461 -2.6308 0.6302
F 4.9077 -0.4441 0.7389
F 5.7807 -1.7893 2.2483
C 2.1951 -1.6183 1.7211
C 1.0258 -1.3614 2.4431
O -1.5672 -0.8168 4.0960
C -2.2759 0.3001 4.3277
C -1.4532 1.3371 4.8649
C -1.9095 2.6615 4.8797
C -3.0788 2.9530 4.1844
C -3.8776 1.9334 3.6396
C -3.5234 0.5953 3.7714
O -0.1886 0.9114 5.0164
S -0.0002 -0.7519 7.5636
H -0.0289 -3.3635 10.2336
H 1.0808 -1.9800 10.1394
H -0.6600 -1.7105 10.3673
H -0.4048 -4.3362 7.7778
H -0.5187 -3.5267 5.2885
H 2.3806 -0.4994 5.4148
H 4.4938 -0.9008 4.1383
H 2.1500 -1.9808 0.6986
H 0.0625 -1.4950 1.9587
H -1.3270 3.4303 5.3818
H -3.3856 3.9935 4.0391
H -4.7890 2.1899 3.0886
H -4.1412 -0.2179 3.3955
*
```


No. 2
ORCA calculation (ωB97M-V/def2-TZVPD) on C19H26ClN3OW as an isolated structure at a distorted geometry.

Output
orbital gap (alpha / beta): 0.2723 / 0.2634 hartree
E_HOMO (alpha / beta): -0.53946 / -0.56166 Eh
lowest unoccupied orbital energy (alpha / beta): -7.27 / -8.12 eV
<S²>: 2.014

ORCA input file:
```
! RIJCOSX wB97M-V def2-TZVPD def2/J DEFGRID3
* xyz 2 3
C 0.2162 0.6990 -5.7093
C 1.6056 1.2485 -6.0483
C -0.0144 -0.6705 -6.3576
C -0.8859 1.6864 -6.1089
Cl 0.1668 0.4863 -3.8831
H 0.0198 -0.5956 -7.4524
H -0.9968 -1.0720 -6.0831
H 0.7597 -1.3818 -6.0481
H 1.7139 1.4166 -7.1263
H 2.3831 0.5410 -5.7383
H 1.7726 2.2042 -5.5390
H -0.8753 1.8644 -7.1920
H -0.7433 2.6525 -5.6118
H -1.8759 1.2946 -5.8476
C 1.9496 -1.1317 0.8384
C 1.0333 -1.9422 0.0928
C 0.9953 -1.4287 -1.2492
H 0.5542 -2.8538 0.4495
C 1.8861 -0.2895 -1.3165
C 2.4675 -0.1159 -0.0238
H 3.2388 0.6133 0.2151
H 2.2848 -1.3500 1.8442
H 0.5568 -1.9362 -2.1022
H 2.1832 0.2353 -2.2192
C -1.8212 1.4077 0.0213
C -2.1030 0.1691 0.7155
C -1.9719 -0.9061 -0.2177
H -2.5212 0.0932 1.7105
C -1.6420 -0.3390 -1.4833
C -1.5164 1.0837 -1.3340
H -1.3821 1.8153 -2.1212
H -1.9621 2.4107 0.4078
H -2.2254 -1.9460 -0.0194
H -1.6613 -0.8669 -2.4291
W -0.0683 0.1755 0.0135
C 3.3516 2.7280 3.5782
N 2.0005 2.6096 3.0494
C 1.0763 3.6128 3.1786
C -0.2443 3.2782 3.0173
C -0.4721 1.9094 2.7243
N 0.4205 1.2531 1.9041
C 1.6199 1.3203 2.6789
O 2.2236 0.3453 3.1236
N -1.3996 1.1747 3.3711
H 3.4974 1.9838 4.3712
H 3.5006 3.7374 3.9666
H 4.0745 2.5222 2.7787
H 1.4622 4.5811 3.5057
H -1.0784 3.9491 3.1964
H -2.0000 1.6275 4.0515
H -1.1781 0.1904 3.5427
*
```


No. 3
ORCA calculation (ωB97M-V/def2-TZVPD) on C8H10F2N as an isolated structure at a distorted geometry.

Output
ΔE to the lowest compared entry with this formula, charge and spin: 1.5496 eV
orbital gap: 0.3535 hartree
E_HOMO: -0.51876 Eh
lowest unoccupied orbital energy: -4.50 eV

ORCA input file:
```
! RIJCOSX wB97M-V def2-TZVPD def2/J DEFGRID3
* xyz 1 1
C -1.5519 -2.7749 0.1789
C -0.1748 -2.7788 0.2961
C -2.1339 -1.5578 0.0200
C 0.5336 -1.5298 0.2479
C -1.3257 -0.3046 -0.0634
C 0.6372 1.8323 -1.1659
C 1.0745 1.3835 1.5356
C 0.9233 0.6323 -0.2872
N -0.0188 -0.3919 -0.0998
F -0.4150 2.5723 -0.7379
F -0.2066 1.7425 1.8223
H -2.1294 -3.6427 0.2225
H 0.3370 -3.7072 0.6027
H -3.1329 -1.2544 -0.0085
H 1.6097 -1.5307 0.3816
H -1.9448 0.5135 -0.4458
H 0.3795 1.5472 -2.1767
H 1.4453 2.5348 -1.0971
H 1.4810 0.5166 2.0176
H 1.7327 2.3600 1.3838
H 1.8525 0.1636 -0.6865
*
```


No. 4
ORCA calculation (ωB97M-V/def2-TZVPD) on C24H17BrCoN5O4S3 as an isolated structure at a distorted geometry.

Output
orbital gap (alpha / beta): 0.2614 / 0.2258 hartree
E_HOMO (alpha / beta): -0.28347 / -0.28203 Eh
lowest unoccupied orbital energy (alpha / beta): -0.60 / -1.53 eV
<S²>: 6.013

ORCA input file:
```
! RIJCOSX wB97M-V def2-TZVPD def2/J DEFGRID3
* xyz 0 5
Co -0.0530 0.3075 0.2361
Br -1.5076 3.3798 -1.7616
C -0.5941 1.9590 -2.6311
C -0.5656 1.9878 -4.0111
C 0.1698 1.0136 -4.6772
C 0.8650 0.0959 -3.9185
C 0.7408 0.1193 -2.5405
N -0.0207 1.0281 -1.8760
C 1.4629 -0.8548 -1.6721
O 2.0812 -1.7832 -2.1278
O 1.3450 -0.5798 -0.3931
H -1.0855 2.7620 -4.5535
H 0.1964 1.0040 -5.7576
H 1.5079 -0.6586 -4.3491
S -1.0321 -2.3877 3.5854
C 0.2286 -1.3597 4.1331
C 0.6619 -0.4988 3.1658
C -0.0338 -0.6512 1.9459
C -0.9766 -1.6500 2.0116
C -1.7950 -1.9977 0.8849
C -2.8025 -2.9710 0.8909
C -3.5333 -3.2005 -0.2519
C -3.2436 -2.4717 -1.4063
C -2.2329 -1.5374 -1.3490
N -1.5370 -1.2845 -0.2420
H 0.5810 -1.4566 5.1479
H 1.4454 0.2265 3.3237
H -2.9871 -3.5217 1.8032
H -4.3232 -3.9392 -0.2622
H -3.7884 -2.6321 -2.3248
H -1.9696 -0.9558 -2.2260
N 0.0009 2.4654 8.7125
C 0.2038 2.7532 7.3895
C 1.3219 2.2529 6.7085
C 1.4979 2.5050 5.3637
C 0.5658 3.2618 4.6682
C -0.5330 3.7881 5.3342
C -0.7185 3.5320 6.6778
S 0.8528 3.6678 2.9638
O 0.1179 4.8806 2.6884
O 2.2638 3.6506 2.7328
N 0.2003 2.4253 2.0798
C -1.0447 2.4181 1.6644
S -2.3681 3.5242 2.0416
C -3.4536 2.5136 1.1473
C -2.8078 1.4790 0.5868
N -1.4582 1.4136 0.8611
H 0.7125 1.9969 9.2394
H -0.7471 2.9075 9.2108
H 2.0548 1.6667 7.2496
H 2.3723 2.1361 4.8439
H -1.2277 4.4182 4.8003
H -1.5803 3.9401 7.1920
H -4.4954 2.7632 1.0436
H -3.2570 0.7270 -0.0424
*
```


No. 5
ORCA calculation (ωB97M-V/def2-TZVPD) on C40H54CrF3N3O3PS as an isolated structure at a distorted geometry.

Output
ΔE to the lowest compared entry with this formula, charge and spin: 5.7084 eV
orbital gap (alpha / beta): 0.3031 / 0.3135 hartree
E_HOMO (alpha / beta): -0.40443 / -0.40638 Eh
lowest unoccupied orbital energy (alpha / beta): -2.76 / -2.53 eV
<S²>: 6.021

ORCA input file:
```
! RIJCOSX wB97M-V def2-TZVPD def2/J DEFGRID3
* xyz 1 5
Cr -0.4385 -0.0766 -0.0340
C 2.5516 1.9790 -4.6000
C 1.3729 2.1673 -3.6381
C 1.1240 3.6568 -3.3973
C 1.6424 1.4119 -2.3585
C 1.2238 0.0965 -2.2207
C 1.5209 -0.6855 -1.0848
C 1.6519 -2.1930 -1.2824
C 2.9630 -2.4189 -2.0583
C 0.5208 -2.8329 -2.0899
C 2.2105 -0.0437 -0.0084
C 2.7595 1.2440 -0.2058
C 2.4505 1.9459 -1.3603
C 3.8294 1.8085 0.7085
C 3.7481 3.3276 0.8990
C 5.1970 1.4803 0.0935
C 2.6553 -0.8156 1.1922
C 3.8895 -1.4608 1.1717
C 4.3874 -2.1150 2.2814
C 3.6660 -2.0963 3.4601
C 2.4399 -1.4625 3.4991
C 1.9010 -0.8402 2.3743
P 0.1982 -0.1534 2.3109
C 0.2652 1.3924 3.4186
C 1.1110 1.2545 4.6823
C 0.9104 2.4581 2.5311
C -1.1606 1.8149 3.7729
C -0.8562 -1.4489 3.2212
C -2.3129 -1.1805 2.8253
C -0.4158 -2.7754 2.6004
C -0.8142 -1.5527 4.7465
H 2.3770 2.5283 -5.5206
H 2.6883 0.9304 -4.8491
H 3.4701 2.3481 -4.1520
H 0.4818 1.7405 -4.1048
H 2.0389 4.1691 -3.1096
H 0.3834 3.8023 -2.6147
H 0.7577 4.1222 -4.3092
H 0.7344 -0.3770 -3.0599
H 1.7332 -2.6806 -0.3014
H 2.9213 -1.9012 -3.0161
H 3.1033 -3.4823 -2.2415
H 3.8220 -2.0471 -1.5086
H 0.6342 -2.6071 -3.1471
H -0.4524 -2.4725 -1.7734
H 0.5562 -3.9148 -1.9818
H 2.8868 2.9191 -1.5053
H 3.7662 1.3172 1.6839
H 4.1865 3.8440 0.0497
H 4.3140 3.6170 1.7819
H 2.7253 3.6708 1.0160
H 5.2497 1.8751 -0.9175
H 5.3714 0.4112 0.0482
H 5.9937 1.9280 0.6815
H 4.4723 -1.4587 0.2653
H 5.3367 -2.6230 2.2273
H 4.0486 -2.5825 4.3421
H 1.8976 -1.4494 4.4260
H 2.1184 0.9193 4.4479
H 0.6723 0.5714 5.4013
H 1.1908 2.2308 5.1579
H 1.9838 2.3055 2.5241
H 0.7149 3.4551 2.9228
H 0.5420 2.4014 1.5008
H -1.5498 1.2480 4.6130
H -1.8245 1.6703 2.9246
H -1.1774 2.8670 4.0531
H -2.4033 -1.0487 1.7489
H -2.7070 -0.2918 3.3107
H -2.9353 -2.0205 3.1309
H -0.3202 -2.6479 1.5211
H -1.1542 -3.5452 2.8117
H 0.5421 -3.1007 2.9977
H -1.2633 -0.6910 5.2323
H 0.1835 -1.6985 5.1428
H -1.3995 -2.4244 5.0357
N -4.4696 0.6623 -1.0665
C -4.3541 1.7645 -0.3495
C -5.2567 2.8423 -0.2508
C -4.8864 3.9898 0.4000
C -3.5994 4.0862 0.9480
C -2.7720 2.9983 0.9024
N -3.1757 1.8480 0.3348
C -3.2258 -1.6424 -0.6718
C -4.5115 -2.1415 -0.5929
C -4.6686 -3.4451 -0.1433
C -3.5394 -4.1923 0.1568
C -2.3044 -3.5751 0.0847
N -2.1573 -2.3103 -0.3029
H -5.2180 0.6347 -1.7431
H -6.2168 2.7447 -0.7312
H -5.5692 4.8222 0.4675
H -3.2506 4.9985 1.4007
H -1.7683 2.9973 1.2942
H -5.3552 -1.5394 -0.8725
H -5.6520 -3.8813 -0.0602
H -3.6130 -5.2309 0.4372
H -1.3959 -4.1143 0.3064
F -1.1925 2.1200 -1.4275
C -2.2511 1.7361 -2.2243
F -1.7626 1.5440 -3.4374
F -3.0434 2.8230 -2.3016
S -2.8063 -0.1331 -1.6965
O -3.3754 -0.5358 -2.9549
O -1.3126 -0.3652 -1.7047
O -2.4185 0.7433 0.3049
*
```


No. 6
ORCA calculation (ωB97M-V/def2-TZVPD) on C2H6N4 in the gas phase at a distorted geometry.

Output
structure (SMILES): [H]/N=C(/N)NN=C
ΔE to the lowest compared entry with this formula, charge and spin: 4.9667 eV
orbital gap: 0.3643 hartree
E_HOMO: -0.33768 Eh
lowest unoccupied orbital energy: 0.72 eV

ORCA input file:
```
! RIJCOSX wB97M-V def2-TZVPD def2/J DEFGRID3
* xyz 0 1
C 1.0225 0.2715 0.0341
C -2.2959 -0.0402 -0.1446
H 3.0417 -0.1642 -0.1857
H 1.8740 -1.5180 0.3695
H 0.1331 1.8968 0.4441
H -0.1842 -0.9888 -0.4646
H -2.2888 -1.1439 -0.3408
H -3.1880 0.8261 -0.3383
N 2.0458 -0.6175 -0.1769
N 1.1960 1.5477 0.0419
N -0.1756 -0.4693 0.6379
N -1.1806 0.4000 0.1234
*
```


No. 7
ORCA calculation (ωB97M-V/def2-TZVPD) on CH3ClN2O2 in the gas phase at a distorted geometry.

Output
ΔE to the lowest compared entry with this formula, charge and spin: 3.4217 eV
orbital gap (alpha / beta): 0.3311 / 0.3313 hartree
E_HOMO (alpha / beta): -0.34368 / -0.34379 Eh
lowest unoccupied orbital energy (alpha / beta): -0.34 / -0.34 eV

ORCA input file:
```
! RIJCOSX wB97M-V def2-TZVPD def2/J DEFGRID3
* xyz 0 1
C 0.1424 0.4804 0.1870
N -1.0144 -1.0024 -1.3025
N -0.4084 0.0957 -1.0683
O -1.4138 -1.4248 -2.3740
O 0.0372 1.0145 -2.1581
Cl -0.6363 -0.3899 1.5507
H 1.2158 0.2565 0.2122
H -0.0128 1.5561 0.3120
H -1.2014 -1.5398 -0.4227
*
```


No. 8
ORCA calculation (ωB97M-V/def2-TZVPD) on C31H40F6MgN5O4PS3 as an isolated structure at a distorted geometry.

Output
orbital gap: 0.2264 hartree
E_HOMO: -0.24599 Eh
lowest unoccupied orbital energy: -0.53 eV

ORCA input file:
```
! RIJCOSX wB97M-V def2-TZVPD def2/J DEFGRID3
* xyz 0 1
Mg 8.6248 -15.6938 0.9904
C 8.0419 -20.0200 2.4884
N 9.2740 -19.4026 2.0260
C 10.1334 -20.0357 1.1380
C 11.0829 -19.1693 0.8191
N 10.8159 -18.0029 1.5204
C 9.6992 -18.1477 2.2562
S 8.9429 -16.9311 3.2001
C 11.5355 -16.7784 1.3240
C 12.8721 -16.6509 1.6972
C 13.5049 -15.4346 1.5032
C 12.7341 -14.3294 1.0700
C 11.4001 -14.5782 0.7147
N 10.8452 -15.7740 0.8344
H 8.2483 -21.0776 2.6972
H 7.3018 -19.9680 1.6759
H 7.6584 -19.4428 3.4236
H 9.8949 -21.0338 0.7998
H 11.8370 -19.1620 0.0425
H 13.3753 -17.5603 2.0131
H 14.5094 -15.3192 1.8375
H 13.1909 -13.3630 1.0274
H 10.7731 -13.7668 0.3297
F 9.5493 -11.3986 -0.0745
C 9.0799 -11.5879 -1.3048
F 8.3011 -10.5665 -1.6278
F 10.0995 -11.7410 -2.1268
S 8.0901 -13.2714 -1.3270
O 8.8783 -14.1887 -0.5575
O 7.9698 -13.4970 -2.7073
N 6.7265 -13.0616 -0.6016
S 6.3761 -13.3910 0.8703
O 5.2054 -14.1624 1.0290
O 7.5233 -13.8108 1.7094
C 5.9488 -11.7107 1.4674
F 5.1574 -11.1183 0.6010
F 5.3460 -11.9208 2.6325
F 7.0062 -10.9329 1.6723
C 8.7297 -11.2032 4.1340
C 10.0019 -11.8413 4.7681
C 10.5167 -10.9883 5.9458
C 11.0045 -11.8758 3.6417
P 9.6145 -13.6528 4.9567
C 11.0529 -14.2912 5.9129
C 11.5642 -13.8271 7.1301
C 12.7257 -14.3928 7.6851
C 13.3310 -15.4991 7.0992
C 12.7717 -16.0275 5.9311
C 11.6571 -15.4090 5.3866
C 8.1999 -13.9321 6.1017
C 8.5233 -15.2417 6.8804
C 6.9556 -14.1145 5.2006
C 7.9519 -12.8022 7.1447
H 8.9982 -10.3090 3.5781
H 7.9791 -10.9083 4.8733
H 8.2820 -11.9449 3.4483
H 10.5270 -9.9291 5.6588
H 11.5260 -11.2253 6.3099
H 9.8441 -11.0428 6.7957
H 11.2755 -10.8407 3.4194
H 10.6733 -12.3729 2.7364
H 11.9064 -12.3514 3.9911
H 11.0856 -13.0445 7.7075
H 13.1206 -13.9962 8.5927
H 14.2765 -15.8631 7.5114
H 13.2234 -16.9114 5.5122
H 11.2136 -15.8710 4.5255
H 8.9743 -16.0209 6.2940
H 7.6185 -15.6971 7.3156
H 9.2002 -15.0132 7.7186
H 7.0336 -15.0503 4.6811
H 6.8035 -13.2613 4.5314
H 6.0812 -14.1281 5.8867
H 8.7622 -12.7058 7.8453
H 7.0670 -13.0705 7.7625
H 7.7820 -11.8185 6.7241
C 5.8205 -17.7428 1.6534
C 6.5671 -17.9572 0.3775
C 6.4679 -19.0317 -0.4786
C 7.3625 -18.7345 -1.5546
C 7.9398 -17.5301 -1.2771
C 8.9827 -16.8738 -2.0865
N 7.5050 -17.0469 -0.0542
H 5.4719 -16.7347 1.7754
H 6.4961 -17.8399 2.4727
H 4.9743 -18.4465 1.7709
H 5.7308 -19.8471 -0.4608
H 7.6316 -19.3734 -2.4142
H 9.4202 -17.5152 -2.8369
H 9.8107 -16.5050 -1.4697
H 8.6799 -15.9309 -2.5860
*
```